# 1
The following is a DFT calculation (wB97M-V/def2-TZVPD) of C2H2O3S in the gas phase.

## Properties
E = -701.3293 Eh
Charge = 0
HOMO-LUMO gap = 8.95 eV
LUMO level = -0.97 eV
SMILES = O=C(O)C(O)=S
HOMO level = -9.9 eV
Energy above the lowest of the compared OMol25 structures with the same formula, charge and spin = 0.304 eV

Bonds (Å) are listed after each position.
CARTESIAN COORDINATES (ANGSTROEM)
1 S 0.7916 1.7996 0.8131  C5 1.607
2 O 1.6913 -0.5104 -0.0585  C5 1.317, H8 0.981
3 O -1.7485 0.3509 -0.0194  C6 1.331, H7 0.997
4 O -0.6263 -1.4768 -0.6767  C6 1.205
5 C 0.7006 0.3164 0.2023  S1 1.607, O2 1.317, C6 1.563
6 C -0.6445 -0.3700 -0.1997  O3 1.331, O4 1.205, C5 1.563
7 H -1.4960 1.2216 0.3958  O3 0.997
8 H 1.3318 -1.3314 -0.4569  O2 0.981

# 2
The following is a DFT calculation (wB97M-V/def2-TZVPD) of 3 unconnected molecules or ions with the total composition CH8N3OSi.

## Properties
E = -571.6213 Eh
Charge = +1
HOMO-LUMO gap = 10.02 eV
LUMO level = -3.30 eV
HOMO level = -13.3 eV
Energy above the lowest of the compared OMol25 structures with the same formula, charge and spin = 2.066 eV

Bonds (Å) are listed after each position.
CARTESIAN COORDINATES (ANGSTROEM)
1 Si -1.4386 -0.9780 -0.2665  O2 1.672, N5 1.711, H9 1.383, H13 1.491
2 O 0.1518 -1.4556 -0.0726  Si1 1.672, C6 1.328
3 N 0.4962 0.5308 -0.9840  N5 1.400, C6 1.338, H7 1.001
4 N 2.3206 -0.7956 -0.2714  C6 1.299, H10 0.977, H12 0.954
5 N -0.9027 0.4729 -0.9973  Si1 1.711, N3 1.400, H8 1.089
6 C 1.0546 -0.5442 -0.4150  O2 1.328, N3 1.338, N4 1.299
7 H 1.0714 1.2146 -1.4349  N3 1.001
8 H -1.3748 1.3028 -1.5201  N5 1.089
9 H -2.0858 -1.7763 -1.1921  Si1 1.383
10 H 2.5772 -1.6602 0.1051  N4 0.977
11 H -1.1511 1.5426 1.9394  no bonds
12 H 2.9577 -0.1285 -0.5147  N4 0.954
13 H -2.0318 -0.5058 1.0173  Si1 1.491
14 H -0.8698 0.9175 1.3933  no bonds

# 3
The following is a DFT calculation (wB97M-V/def2-TZVPD) of a gas-phase ion, C5H15N2O (charge +2).

## Properties
E = -383.5375 Eh
Charge = +2
HOMO-LUMO gap (spin up / spin down) = 11.93 / 7.09 eV
LUMO level (spin up / spin down) = -7.08 / -11.89 eV
2S+1 = 2
<S²> = 0.754
HOMO level (spin up / spin down) = -19.0 / -19.0 eV
Energy above the lowest of the compared OMol25 structures with the same formula, charge and spin = 1.983 eV

Bonds (Å) are listed after each position.
CARTESIAN COORDINATES (ANGSTROEM)
1 O 1.0968 1.5484 -0.5249  C7 1.445, H14 0.962
2 N -0.4116 0.1640 1.4928  C6 1.448, C8 1.439, H11 0.980
3 N -0.8279 0.4329 -1.5644  C5 1.510, H10 1.025, H21 0.991, H23 1.023
4 C 0.0996 -1.5805 -0.3383  C5 1.532, C6 1.587, H18 1.073, H20 1.098
5 C 0.3304 -0.5261 -1.4257  N3 1.510, C4 1.532, C7 1.537, H15 1.089
6 C -0.2548 -1.2385 1.1698  N2 1.448, C4 1.587, H12 1.086, H22 1.098
7 C 1.5673 0.3568 -1.1932  O1 1.445, C5 1.537, H9 1.094, H17 1.089
8 C -1.4737 0.5864 2.3672  N2 1.439, H13 1.083, H16 1.093, H19 1.086
9 H 1.9975 0.6475 -2.1566  C7 1.094
10 H -0.5983 1.2630 -2.1211  N3 1.025
11 H 0.4383 0.6099 1.6917  N2 0.980
12 H -1.2078 -1.7369 1.3237  C6 1.086
13 H -2.3770 0.7669 1.7978  C8 1.083
14 H 1.8108 1.9307 -0.0062  O1 0.962
15 H 0.4750 -1.0116 -2.3892  C5 1.089
16 H -1.7315 -0.1234 3.1568  C8 1.093
17 H 2.4283 -0.0309 -0.6512  C7 1.089
18 H 0.8654 -2.3288 -0.4019  C4 1.073
19 H -1.1898 1.5762 2.7113  C8 1.086
20 H -0.7630 -2.1531 -0.7044  C4 1.098
21 H -0.9856 0.8154 -0.6642  N3 0.991
22 H 0.5189 -1.6296 1.8434  C6 1.098
23 H -1.7009 -0.0418 -1.8058  N3 1.023

# 4
The following is a DFT calculation (wB97M-V/def2-TZVPD) of 7 unconnected molecules or ions with the total composition H14O7.

## Properties
E = -535.0482 Eh
Charge = 0
HOMO-LUMO gap = 9.82 eV
LUMO level = -0.27 eV
SMILES = O.O.O.O.O.O.O
HOMO level = -10.1 eV
Energy above the lowest of the compared OMol25 structures with the same formula, charge and spin = 2.059 eV

Bonds (Å) are listed after each position.
CARTESIAN COORDINATES (ANGSTROEM)
1 O -0.9751 -0.9775 -2.2821  H14 0.920, H19 0.969
2 O 0.9921 1.3958 -2.5047  H16 0.937, H18 0.986
3 O -0.6956 0.4594 2.2727  H8 0.973, H20 0.937
4 O 0.3644 3.8108 -1.1941  H9 0.953, H21 0.961
5 O 0.5308 -2.7633 0.1045  H11 0.933, H15 0.972
6 O -0.7211 -2.2805 2.6205  H12 0.965, H17 0.941
7 O 0.6279 -0.2013 -0.1755  H10 0.943, H13 0.942
8 H -0.3323 0.4076 3.1736  O3 0.973
9 H -0.3809 3.5681 -0.6516  O4 0.953
10 H 0.7461 0.5871 -0.6793  O7 0.943
11 H 0.6194 -1.8348 0.1252  O5 0.933
12 H -1.0002 -1.3575 2.6553  O6 0.965
13 H 0.3530 0.0854 0.6787  O7 0.942
14 H -1.6310 -1.3055 -1.7271  O1 0.920
15 H 0.1236 -2.9562 0.9661  O5 0.972
16 H 1.2847 1.9263 -3.2192  O2 0.937
17 H -0.7385 -2.4933 3.5369  O6 0.941
18 H 1.5557 0.5874 -2.4791  O2 0.986
19 H -0.2118 -0.9550 -1.6849  O1 0.969
20 H -1.1832 1.2502 2.1533  O3 0.937
21 H 0.6719 3.0469 -1.6892  O4 0.961

# 5
The following is a DFT calculation (wB97M-V/def2-TZVPD) of 2 unconnected molecules or ions with the total composition C3H7BrS.

## Properties
E = -3090.6441 Eh
Charge = 0
HOMO-LUMO gap = 8.64 eV
LUMO level = -0.10 eV
SMILES = CCC=S.Br
HOMO level = -8.7 eV
Energy above the lowest of the compared OMol25 structures with the same formula, charge and spin = 1.721 eV

Bonds (Å) are listed after each position.
CARTESIAN COORDINATES (ANGSTROEM)
1 Br 3.9837 0.5330 -0.1282  H6 1.443
2 S 1.1055 -2.7008 -0.2270  C5 1.624
3 C -0.4625 -0.5726 0.7806  C4 1.488, C5 1.520, H11 1.061, H12 1.170
4 C -0.6416 0.7895 0.2082  C3 1.488, H8 1.059, H9 1.173, H10 1.200
5 C 0.8519 -1.2048 0.3510  S2 1.624, C3 1.520, H7 1.028
6 H 4.0410 -0.5503 0.8227  Br1 1.443
7 H 1.6342 -0.5799 0.5843  C5 1.028
8 H -0.0793 1.5682 0.6534  C4 1.059
9 H -1.7580 1.1324 0.3164  C4 1.173
10 H -0.5020 0.6132 -0.9708  C4 1.200
11 H -0.2906 -0.4178 1.8156  C3 1.061
12 H -1.2671 -1.3479 0.4331  C3 1.170

# 6
The following is a DFT calculation (wB97M-V/def2-TZVPD) of C21H18FN5O4S2 in the gas phase.

## Properties
E = -2282.0819 Eh
Charge = 0
HOMO-LUMO gap = 8.24 eV
LUMO level = -0.36 eV
SMILES = CCOC(=O)c1c(NC(=O)CSc2nnc3c(n2)[nH]c2ccc(F)cc23)sc(C(C)=O)c1C
HOMO level = -8.6 eV
Energy above the lowest of the compared OMol25 structures with the same formula, charge and spin = 0.000 eV

Bonds (Å) are listed after each position.
CARTESIAN COORDINATES (ANGSTROEM)
1 S 0.0672 0.4509 2.0424  C23 1.710, C27 1.757
2 S 0.3660 5.2786 0.1146  C24 1.740, C32 1.835
3 F 6.1305 -1.8452 -0.6858  C21 1.348
4 O -0.0993 2.9558 2.0620  C17 1.212
5 O -3.2712 -1.4283 -1.0643  C25 1.330, C33 1.429
6 O -3.3253 0.8094 -0.9101  C25 1.222
7 O 1.1452 -3.3152 1.8182  C29 1.215
8 N 2.6579 4.1032 -0.3262  N11 1.300, C24 1.325
9 N 1.2106 0.4607 -1.0200  C14 1.387, C28 1.349, H36 1.008
10 N 0.6969 2.7749 -0.6178  C24 1.341, C28 1.318
11 N 3.4635 3.0938 -0.4736  N8 1.300, C30 1.318
12 N -1.6527 2.0375 0.7267  C17 1.370, C23 1.363, H39 1.025
13 C -1.7253 -0.3779 0.3539  C23 1.393, C25 1.462, C31 1.426
14 C 2.3793 -0.2846 -0.9738  N9 1.387, C15 1.383, C19 1.415
15 C 2.5398 -1.6543 -1.0842  C14 1.383, C18 1.383, H45 1.078
16 C 4.7666 0.0655 -0.6587  C19 1.388, C21 1.381, H46 1.077
17 C -0.9097 3.0982 1.1725  O4 1.212, N12 1.370, C32 1.510
18 C 3.8223 -2.1612 -0.9796  C15 1.383, C21 1.392, H37 1.078
19 C 3.4801 0.5768 -0.7546  C14 1.415, C16 1.388, C30 1.435
20 C -1.2666 -2.8984 0.1754  C31 1.488, H34 1.085, H41 1.088, H44 1.089
21 C 4.8997 -1.3040 -0.7766  F3 1.348, C16 1.381, C18 1.392
22 C 2.0871 -1.4808 3.0131  C29 1.508, H42 1.088, H49 1.087, H51 1.089
23 C -1.2397 0.7647 0.9856  S1 1.710, N12 1.363, C13 1.393
24 C 1.3462 3.9141 -0.3366  S2 1.740, N8 1.325, N10 1.341
25 C -2.8426 -0.2647 -0.5827  O5 1.330, O6 1.222, C13 1.462
26 C -5.7029 -1.3350 -1.1927  C33 1.521, H35 1.087, H43 1.087, H48 1.086
27 C 0.0328 -1.2498 1.6004  S1 1.757, C29 1.461, C31 1.379
28 C 1.5130 1.7516 -0.7721  N9 1.349, N10 1.318, C30 1.434
29 C 1.0727 -2.1386 2.1121  O7 1.215, C22 1.508, C27 1.461
30 C 2.9332 1.8986 -0.6422  N11 1.318, C19 1.435, C28 1.434
31 C -0.9835 -1.5412 0.7158  C13 1.426, C20 1.488, C27 1.379
32 C -1.2067 4.4091 0.4842  S2 1.835, C17 1.510, H38 1.090, H50 1.088
33 C -4.3877 -1.3970 -1.9551  O5 1.429, C26 1.521, H40 1.092, H47 1.095
34 H -0.5267 -3.6061 0.5340  C20 1.085
35 H -5.7756 -2.1691 -0.4989  C26 1.087
36 H 0.2848 0.0829 -1.1448  N9 1.008
37 H 4.0027 -3.2218 -1.0463  C18 1.078
38 H -1.7439 5.0815 1.1531  C32 1.090
39 H -2.3704 2.0973 -0.0020  N12 1.025
40 H -4.3102 -2.3205 -2.5322  C33 1.092
41 H -2.2565 -3.2193 0.4945  C20 1.088
42 H 1.5921 -1.0106 3.8600  C22 1.088
43 H -5.7679 -0.4039 -0.6350  C26 1.087
44 H -1.2678 -2.8829 -0.9132  C20 1.089
45 H 1.6966 -2.3100 -1.2292  C15 1.078
46 H 5.6178 0.7043 -0.4929  C16 1.077
47 H -4.2917 -0.5311 -2.6182  C33 1.095
48 H -6.5310 -1.3828 -1.8937  C26 1.086
49 H 2.7928 -2.2269 3.3683  C22 1.087
50 H -1.7672 4.2619 -0.4372  C32 1.088
51 H 2.6245 -0.7099 2.4635  C22 1.089

Question: Which value of E does entry 6 give?
Answer: -2282.0819 Eh

Question: The highest E belongs to which entry?
Answer: C5H15N2O

What did the fourth record say?
The following is a DFT calculation (wB97M-V/def2-TZVPD) of 7 unconnected molecules or ions with the total composition H14O7.

## Properties
E = -535.0482 Eh
Charge = 0
HOMO-LUMO gap = 9.82 eV
LUMO level = -0.27 eV
SMILES = O.O.O.O.O.O.O
HOMO level = -10.1 eV
Energy above the lowest of the compared OMol25 structures with the same formula, charge and spin = 2.059 eV

Bonds (Å) are listed after each position.
CARTESIAN COORDINATES (ANGSTROEM)
1 O -0.9751 -0.9775 -2.2821  H14 0.920, H19 0.969
2 O 0.9921 1.3958 -2.5047  H16 0.937, H18 0.986
3 O -0.6956 0.4594 2.2727  H8 0.973, H20 0.937
4 O 0.3644 3.8108 -1.1941  H9 0.953, H21 0.961
5 O 0.5308 -2.7633 0.1045  H11 0.933, H15 0.972
6 O -0.7211 -2.2805 2.6205  H12 0.965, H17 0.941
7 O 0.6279 -0.2013 -0.1755  H10 0.943, H13 0.942
8 H -0.3323 0.4076 3.1736  O3 0.973
9 H -0.3809 3.5681 -0.6516  O4 0.953
10 H 0.7461 0.5871 -0.6793  O7 0.943
11 H 0.6194 -1.8348 0.1252  O5 0.933
12 H -1.0002 -1.3575 2.6553  O6 0.965
13 H 0.3530 0.0854 0.6787  O7 0.942
14 H -1.6310 -1.3055 -1.7271  O1 0.920
15 H 0.1236 -2.9562 0.9661  O5 0.972
16 H 1.2847 1.9263 -3.2192  O2 0.937
17 H -0.7385 -2.4933 3.5369  O6 0.941
18 H 1.5557 0.5874 -2.4791  O2 0.986
19 H -0.2118 -0.9550 -1.6849  O1 0.969
20 H -1.1832 1.2502 2.1533  O3 0.937
21 H 0.6719 3.0469 -1.6892  O4 0.961